{
  "formula": "C15H29Cl12N2O4P2",
  "method": "ωB97M-V/def2-TZVPD",
  "species": ["C", "C", "C", "P", "C", "C", "C", "O", "C", "O", "C", "N", "C", "C", "C", "O", "P", "N", "O", "H", "H", "H", "H", "H", "H", "H", "H", "H", "H", "H", "H", "H", "H", "H", "H", "H", "H", "H", "H", "H", "H", "H", "H", "H", "C", "Cl", "Cl", "Cl", "H", "C", "Cl", "Cl", "Cl", "H", "C", "Cl", "Cl", "Cl", "H", "C", "Cl", "Cl", "Cl", "H"],
  "xyz": [[3.9816, -2.2792, -1.2270], [3.3353, -1.2685, -1.2008], [2.4984, -0.0990, -1.0686], [0.8600, -0.5797, -0.0505], [1.8617, -0.4909, 1.6059], [1.7481, 0.7692, 2.4506], [2.4648, 0.6382, 3.8404], [3.3150, -0.4847, 4.0058], [-0.0790, -0.9058, -1.6921], [-0.9159, -2.0674, -1.5393], [-2.0910, -2.0304, -2.3049], [0.3095, 1.1855, 0.0331], [-1.1127, 1.4693, 0.2338], [0.8199, 2.0905, -0.8928], [1.9324, 3.0355, -0.4866], [0.3657, 2.2220, -2.0270], [-1.0132, -1.3897, 1.0699], [-0.6065, -3.0692, 1.2909], [-0.9752, -0.8666, 2.6816], [4.7402, -3.0152, -1.1104], [3.1066, 0.6311, -0.5403], [2.2831, 0.1991, -2.0965], [1.2854, -1.9733, -0.1267], [1.5577, -1.3772, 2.1683], [2.9251, -0.6379, 1.4190], [0.7211, 1.0264, 2.6839], [2.2731, 1.5658, 1.9305], [1.6891, 0.6007, 4.6125], [3.0325, 1.5437, 4.0431], [2.7774, -1.2458, 4.2277], [0.6143, -1.1346, -2.5061], [-0.7040, -0.0734, -2.0202], [-2.0045, -1.4001, -3.1896], [-2.9350, -1.7218, -1.6805], [-2.3120, -3.0430, -2.6519], [-1.2819, 2.5134, -0.0524], [-1.7992, 0.9037, -0.3971], [-1.4129, 1.4265, 1.2754], [1.8033, 3.9542, -1.0538], [1.8643, 3.2973, 0.5651], [2.9095, 2.6341, -0.7318], [-1.4977, -3.5376, 1.1987], [-0.0738, -3.3831, 0.4830], [-0.4028, -1.4732, 3.1728], [-0.9338, 4.6593, -3.3994], [-0.1858, 4.9496, -4.9746], [-0.6821, 6.0493, -2.3389], [-2.6621, 4.3250, -3.5788], [-0.4602, 3.7929, -2.9431], [-2.0792, 1.5942, -6.1274], [-1.1718, 1.5901, -4.6301], [-1.0298, 1.2576, -7.5111], [-3.4146, 0.4363, -6.0641], [-2.5012, 2.5820, -6.2635], [-3.5815, 2.1493, 3.6141], [-1.9855, 2.3674, 4.3384], [-3.6586, 2.9337, 2.0344], [-3.9851, 0.4433, 3.4826], [-4.3097, 2.6223, 4.2578], [-0.6812, -6.8872, 3.1563], [0.9552, -6.9165, 2.4994], [-0.6897, -6.2003, 4.7837], [-1.7681, -6.0002, 2.0952], [-1.0329, -7.9070, 3.2243]],
  "total_charge": -1,
  "lumo_ev": 2.195,
  "homo_lumo_gap_ha": 0.202
}

=====

{
  "formula": "C3H12N4",
  "method": "ωB97M-V/def2-TZVPD",
  "species": ["C", "N", "N", "C", "C", "N", "N", "H", "H", "H", "H", "H", "H", "H", "H", "H", "H", "H", "H"],
  "xyz": [[1.4204, 2.5737, -1.0216], [1.1023, 1.5033, -0.0967], [0.3382, 0.4804, -0.4541], [-0.2366, -0.5658, 0.3685], [0.4027, -1.8834, 0.2008], [-1.6669, -0.7250, 0.1176], [-2.3323, -1.0793, 1.1757], [0.8532, 2.5431, -1.9008], [1.5128, 3.5988, -0.4819], [2.4286, 2.5052, -1.3952], [1.5349, 1.3077, 0.7366], [0.4642, 0.1403, -1.4609], [-0.1490, -0.2050, 1.4957], [-0.2085, -2.5593, -0.4826], [0.4190, -2.4948, 1.1473], [1.3958, -1.9049, -0.3227], [-1.9766, -1.0085, -0.8267], [-3.2566, -1.4932, 1.1238], [-2.0455, -0.7334, 2.0772]],
  "total_charge": 2,
  "e_above_lowest_ev": 5.874,
  "lumo_ev": [-10.135, -10.002],
  "smiles": "C/[NH+]=[NH+]/[C@H](C)NN",
  "homo_lumo_gap_ha": [0.322, 0.314]
}

=====

{
  "formula": "C5H14N2O",
  "method": "ωB97M-V/def2-TZVPD",
  "species": ["C", "C", "C", "C", "C", "N", "N", "H", "H", "H", "H", "H", "H", "H", "H", "H", "H", "H", "H", "H", "H", "O"],
  "xyz": [[0.2561, 1.5939, 0.9734], [-0.0234, 0.1601, 1.5367], [0.0554, -0.8908, 0.4583], [1.2496, -1.5350, 0.2583], [-2.1445, -0.5061, -0.3410], [-1.0879, -1.4667, -0.0273], [1.3742, 1.6500, 0.0299], [-0.6532, 1.9112, 0.4681], [0.4873, 2.2624, 1.8010], [0.8008, -0.0262, 2.2301], [-0.9225, 0.1504, 2.1470], [2.1371, -1.3469, 0.8670], [1.5218, -2.3161, -0.4449], [-2.0388, 0.0940, -1.2547], [-2.1602, 0.2563, 0.4264], [-3.0476, -1.1143, -0.5408], [-0.8752, -2.1923, -0.7076], [2.0063, 2.4159, 0.1703], [1.8371, 0.7753, -0.1465], [0.2579, 0.7139, -2.1682], [0.7577, -0.6835, -2.8154], [0.2123, 0.0944, -2.9201]],
  "total_charge": 1,
  "e_above_lowest_ev": 1.572,
  "lumo_ev": [-4.000, -7.599],
  "homo_lumo_gap_ha": [0.343, 0.210],
  "spin_multiplicity": 2
}